Entry from the Open Molecules 2025 dataset: a structure of composition C50H45N5O2PdS3Sb in a non-equilibrium geometry (the ωB97M-V functional and the def2-TZVPD basis).

```
107
Properties=species:S:1:pos:R:3
Pd 0.465 -0.136 -1.426
C -0.971 -3.770 -2.959
C -0.496 -2.384 -2.711
N 0.046 -2.031 -1.599
N 0.324 -2.803 -0.526
C 0.957 -2.115 0.394
O 1.157 -0.824 0.328
C 1.541 -2.809 1.553
C 2.119 -2.061 2.582
C 2.739 -2.706 3.639
C 2.779 -4.095 3.677
C 2.199 -4.843 2.658
C 1.584 -4.205 1.592
C -0.560 -1.319 -3.730
C -1.051 -1.520 -5.000
C -0.928 -0.499 -5.941
C -0.289 0.672 -5.591
C 0.171 0.828 -4.290
N 0.005 -0.127 -3.385
H -0.807 -4.391 -2.084
H -2.038 -3.753 -3.193
H -0.447 -4.199 -3.816
H 2.068 -0.979 2.553
H 3.183 -2.129 4.441
H 3.264 -4.598 4.504
H 2.230 -5.924 2.694
H 1.133 -4.778 0.793
H -1.512 -2.463 -5.262
H -1.310 -0.639 -6.944
H -0.138 1.469 -6.306
H 0.686 1.722 -3.963
O 0.497 2.058 -1.358
S -0.763 2.812 -1.846
C -1.354 3.767 -0.480
C -2.730 3.876 -0.341
C -3.236 4.675 0.676
C -2.367 5.327 1.539
C -0.989 5.196 1.391
C -0.470 4.417 0.371
C -0.098 4.087 -2.894
C -0.986 4.723 -3.751
C -0.512 5.742 -4.563
C 0.831 6.096 -4.521
C 1.708 5.437 -3.669
C 1.248 4.422 -2.841
H -3.395 3.356 -1.022
H -4.305 4.795 0.789
H -2.764 5.952 2.328
H -0.320 5.716 2.063
H 0.600 4.321 0.230
H -2.032 4.439 -3.779
H -1.190 6.257 -5.231
H 1.196 6.890 -5.159
H 2.752 5.718 -3.643
H 1.918 3.902 -2.171
S -1.850 0.008 -0.596
Sb -2.013 -0.041 1.756
C -0.893 1.444 2.698
C 0.385 1.757 2.241
C 1.154 2.662 2.957
C 0.644 3.255 4.106
C -0.638 2.955 4.543
C -1.415 2.042 3.843
C -1.571 -1.901 2.569
C -2.038 -3.055 1.943
C -1.844 -4.280 2.563
C -1.202 -4.341 3.794
C -0.746 -3.186 4.412
C -0.928 -1.952 3.801
C -4.055 0.276 1.988
C -4.842 -0.720 2.559
C -6.198 -0.482 2.736
C -6.749 0.731 2.346
C -5.953 1.721 1.781
C -4.597 1.500 1.598
H 0.781 1.305 1.342
H 2.152 2.909 2.618
H 1.249 3.959 4.663
H -1.033 3.423 5.435
H -2.413 1.803 4.193
H -2.542 -3.006 0.984
H -2.204 -5.186 2.091
H -1.066 -5.299 4.280
H -0.254 -3.242 5.375
H -0.573 -1.049 4.284
H -4.414 -1.664 2.873
H -6.823 -1.243 3.183
H -7.806 0.910 2.488
H -6.392 2.666 1.488
H -3.970 2.275 1.173
C 5.160 -2.919 1.003
C 4.763 -2.547 -0.381
C 5.097 -3.247 -1.518
C 4.648 -2.786 -2.757
N 3.906 -1.665 -2.862
C 3.621 -0.994 -1.775
S 2.762 0.537 -1.835
N 4.022 -1.430 -0.553
C 4.975 -3.488 -4.026
H 5.779 -3.811 0.993
H 4.273 -3.108 1.614
H 5.723 -2.107 1.468
H 5.702 -4.138 -1.442
H 3.729 -0.887 0.253
H 5.521 -4.413 -3.856
H 5.577 -2.826 -4.651
H 4.059 -3.696 -4.579
```

As for the total charge: +3. The calculation puts the electronic energy at -106625.077 eV. The calculation puts the energy above the lowest of the compared OMol25 structures with the same formula, charge and spin at 0.0 kJ/mol. Its spin multiplicity is 1. The HOMO energy comes out at -15.7 eV. The molecular weight is 1072.324 u.